No. 1
Molecular formula: C19H28N2O3
Method: DFT, ωB97M-V/def2-TZVPD

Cartesian coordinates (Å):
1 C -4.0444 -2.2922 1.5504
2 H -3.2234 -2.8745 1.9637
3 H -4.7613 -2.1162 2.3490
4 H -4.5311 -2.8847 0.7790
5 C -3.5724 -0.9584 0.9706
6 C -4.7744 -0.1738 0.4498
7 H -5.2223 -0.6893 -0.3959
8 H -4.4813 0.8186 0.1201
9 H -5.5224 -0.0722 1.2326
10 C -2.5433 -1.1812 -0.1532
11 N -1.3024 -1.6872 0.4103
12 C -0.1751 -1.8282 -0.3317
13 O 0.0384 -1.3153 -1.3985
14 O 0.7103 -2.6101 0.3355
15 C 1.9786 -2.7795 -0.3017
16 C 2.8892 -1.6028 -0.0677
17 C 3.3909 -0.8673 -1.1315
18 C 4.2375 0.2032 -0.9003
19 C 4.5787 0.5535 0.3950
20 C 4.0644 -0.1650 1.4616
21 C 3.2249 -1.2394 1.2309
22 H 2.8227 -1.8053 2.0591
23 H 4.3217 0.1101 2.4740
24 H 5.2405 1.3882 0.5746
25 H 4.6276 0.7680 -1.7340
26 H 3.1144 -1.1319 -2.1409
27 H 1.8214 -2.9297 -1.3743
28 H 2.3931 -3.6870 0.1460
29 H -1.3757 -2.2966 1.2113
30 H -2.9551 -1.8899 -0.8859
31 C -2.2776 0.1273 -0.9185
32 O -2.8063 0.3652 -1.9807
33 N -1.4983 0.9924 -0.2444
34 H -1.0195 0.6571 0.5763
35 C -0.9705 2.1966 -0.8525
36 C 0.5438 2.0805 -1.0525
37 C 1.3001 2.1290 0.2727
38 C 0.9391 3.3837 1.0618
39 C -0.5643 3.4464 1.3117
40 C -1.3243 3.4272 -0.0118
41 H -1.0699 4.3205 -0.5851
42 H -2.4003 3.4399 0.1717
43 H -0.8696 2.5971 1.9271
44 H -0.8128 4.3567 1.8618
45 H 1.4774 3.3929 2.0122
46 H 1.2459 4.2656 0.4948
47 H 1.0722 1.2408 0.8683
48 H 2.3731 2.1092 0.0758
49 H 0.7575 1.1429 -1.5684
50 H 0.8749 2.9046 -1.6869
51 H -1.4644 2.2661 -1.8277
52 H -3.0864 -0.3765 1.7625

Output
ΔE to the lowest compared entry with this formula, charge and spin ... 0.0000 eV
Orbital gap ... 9.843 eV
E_HOMO ... -0.3381 Eh
Max |F| ... 0.54 eV/Å

=====

No. 2
Molecular formula: C12H11O3
Method: DFT, ωB97M-V/def2-TZVPD

Cartesian coordinates (Å):
1 C 1.5059 -2.1096 2.4331
2 C 2.5199 -1.9053 1.4247
3 C 0.3655 -1.4422 2.2510
4 C 2.4728 -0.9115 0.5366
5 C -1.1020 -0.2112 0.8561
6 C 1.1002 0.5711 -0.8738
7 C 0.1518 -0.6791 1.0095
8 C 1.2623 -0.2443 0.1555
9 C -2.3124 -0.5890 -1.1370
10 C -1.6114 0.6269 -0.2130
11 C -0.6535 1.4368 -0.9890
12 C -0.9078 1.8530 -2.4379
13 O -1.5660 -1.1954 -1.8839
14 O -3.5492 -0.6706 -0.9060
15 O -0.3668 2.6469 -0.3403
16 H 1.9052 -2.7264 3.2050
17 H 3.4845 -2.4548 1.5650
18 H -0.3913 -1.5883 3.0208
19 H 3.4109 -0.8277 0.0026
20 H -1.7742 -0.5606 1.6063
21 H 1.9422 1.0628 -1.3171
22 H -2.4553 1.2974 -0.1336
23 H -0.4978 1.0356 -3.1544
24 H -0.4334 2.7257 -2.6928
25 H -2.0402 2.1665 -2.5658
26 H -0.4598 2.6932 0.5783

Output
ΔE to the lowest compared entry with this formula, charge and spin ... 0.0000 eV
Orbital gap (spin up / spin down) ... 5.280 / 6.294 eV
E_HOMO (spin up / spin down) ... -0.0696 / -0.1651 Eh
Total charge ... -1
Multiplicity ... 3
Max |F| ... 6.27 eV/Å
<S²> ... 2.02

=====

No. 3
Molecular formula: C42H99N5O3
Method: DFT, ωB97M-V/def2-TZVPD

Cartesian coordinates (Å):
1 C -6.3683 -1.9506 -0.8381
2 C -4.8981 -1.3518 -0.6717
3 C -4.5208 -0.8733 -2.1183
4 O -5.3870 -1.6390 -2.9487
5 C -6.2029 -2.5174 -2.1508
6 H -7.0023 -1.0641 -0.8242
7 H -6.7164 -2.7109 -0.1389
8 H -4.1345 -2.0922 -0.4335
9 H -4.8973 -0.5588 0.0762
10 H -3.4436 -0.9730 -2.2515
11 H -4.7305 0.1869 -2.2601
12 H -5.7804 -3.5221 -2.1664
13 H -7.1446 -2.6590 -2.6811
14 C -0.6915 2.4151 -4.2902
15 C -2.1590 2.2417 -4.4289
16 C -2.2458 2.1323 -5.9428
17 O -1.0763 2.7602 -6.4442
18 C -0.3634 3.3991 -5.3744
19 H -0.3944 1.3822 -4.4722
20 H -0.2547 2.7224 -3.3400
21 H -2.6972 3.1580 -4.1865
22 H -2.7146 1.3959 -4.0241
23 H -3.1717 2.5596 -6.3279
24 H -2.0321 1.0933 -6.1937
25 H -0.6014 4.4515 -5.2202
26 H 0.7067 3.3971 -5.5819
27 C 0.5227 0.1656 0.5198
28 C 0.8365 0.1146 -0.8701
29 C -0.4871 -0.2525 -1.5475
30 O -1.4631 0.0823 -0.5705
31 C -0.9293 0.6920 0.5743
32 H 1.1884 0.8285 1.0725
33 H 0.6521 -0.8512 0.8905
34 H 1.6368 -0.5814 -1.1218
35 H 1.0838 1.0526 -1.3672
36 H -0.4226 -1.3314 -1.6886
37 H -0.5912 0.3284 -2.4640
38 H -1.4777 0.3679 1.4588
39 H -1.0371 1.7744 0.5042
40 C 6.6148 4.6160 2.0108
41 C 5.4529 4.1640 1.1501
42 N 4.4175 3.2816 1.6900
43 C 4.8670 1.9859 2.2315
44 C 5.1741 1.1623 0.9689
45 C 3.6186 4.0791 2.6057
46 C 2.4188 3.3734 3.3121
47 H 7.5744 4.2331 1.6633
48 H 6.6021 4.1967 3.0168
49 H 6.8119 5.6880 2.0136
50 H 4.9900 5.0027 0.6299
51 H 5.8624 3.6268 0.2947
52 H 5.7634 2.0607 2.8471
53 H 4.0649 1.3748 2.6456
54 H 5.2192 0.0834 1.1175
55 H 4.5470 1.4127 0.1133
56 H 6.1190 1.5753 0.6159
57 H 3.1786 5.0123 2.2542
58 H 4.2733 4.3453 3.4356
59 H 1.6937 2.8712 2.6717
60 H 1.7866 3.9317 4.0026
61 H 2.7997 2.6473 4.0302
62 C 4.3059 -0.8914 -3.0594
63 C 4.2707 -1.8536 -4.2638
64 N 2.8208 -2.1881 -4.4989
65 C 2.1554 -1.1308 -5.3592
66 C 0.6048 -1.1789 -5.3987
67 C 2.7288 -3.4950 -5.1275
68 C 3.4395 -3.6585 -6.4852
69 H 5.2879 -0.8804 -2.5863
70 H 3.7037 -1.3021 -2.2490
71 H 4.0188 0.1482 -3.2175
72 H 4.7167 -1.4636 -5.1787
73 H 4.7636 -2.7705 -3.9404
74 H 2.3512 -0.1477 -4.9309
75 H 2.6194 -1.2352 -6.3400
76 H 0.2263 -1.0797 -4.3813
77 H 0.2932 -0.3167 -5.9883
78 H 0.2381 -2.1199 -5.8088
79 H 1.6974 -3.8434 -5.1818
80 H 3.3015 -4.0832 -4.4105
81 H 2.8182 -3.2260 -7.2694
82 H 3.5555 -4.6763 -6.8576
83 H 4.4498 -3.2674 -6.6056
84 C 1.0695 -5.4365 1.9757
85 C 2.0634 -5.9763 0.9492
86 N 1.8371 -5.3952 -0.3555
87 C 0.5635 -5.7917 -1.0356
88 C 0.7688 -5.8413 -2.5687
89 C 2.2924 -4.0204 -0.6529
90 C 3.6763 -3.7940 -0.1468
91 H 0.0385 -5.4524 1.6225
92 H 1.3500 -4.4169 2.2398
93 H 1.1330 -5.8768 2.9707
94 H 3.1154 -5.9261 1.2300
95 H 1.7251 -7.0117 0.9085
96 H -0.2098 -5.0894 -0.7241
97 H 0.3508 -6.8058 -0.6972
98 H 0.9024 -6.8557 -2.9447
99 H 1.4482 -5.1026 -2.9939
100 H -0.1367 -5.4749 -3.0524
101 H 2.2851 -3.8493 -1.7294
102 H 1.6138 -3.3017 -0.1936
103 H 4.2494 -4.6514 -0.4999
104 H 4.0499 -2.8071 -0.4197
105 H 3.6149 -3.8210 0.9411
106 C 1.2377 -0.6692 5.9049
107 C 0.5070 -1.3131 4.6796
108 N -0.7080 -2.0134 5.1521
109 C -1.8517 -1.8815 4.2007
110 C -1.7272 -2.5181 2.7929
111 C -0.3006 -3.4101 5.5972
112 C -1.4553 -4.3173 6.1096
113 H 0.6790 0.0944 6.4459
114 H 2.1066 -0.1850 5.4592
115 H 1.6043 -1.3591 6.6651
116 H 0.1630 -0.5304 4.0035
117 H 1.2338 -1.9953 4.2386
118 H -2.7359 -2.2904 4.6897
119 H -2.1843 -0.8446 4.1535
120 H -1.8716 -3.5982 2.7649
121 H -2.6167 -2.2114 2.2426
122 H -0.8355 -2.2364 2.2330
123 H 0.5084 -3.3992 6.3276
124 H 0.2224 -3.9603 4.8150
125 H -0.9453 -5.2605 6.3059
126 H -2.1606 -4.3938 5.2821
127 H -1.8876 -3.9916 7.0557
128 C -6.0213 6.4873 1.0110
129 C -5.8290 5.4072 2.0138
130 N -4.4385 5.6194 2.5700
131 C -4.5724 6.0747 3.9848
132 C -4.6846 7.5499 4.1357
133 C -3.5934 4.4267 2.3271
134 C -3.3665 4.2169 0.7929
135 H -5.5079 6.2725 0.0738
136 H -6.0356 7.5336 1.3160
137 H -7.0371 6.3899 0.6281
138 H -6.5865 5.6854 2.7465
139 H -6.0612 4.3989 1.6710
140 H -5.3331 5.4426 4.4429
141 H -3.7721 5.6843 4.6134
142 H -5.7025 7.8213 3.8559
143 H -4.5200 7.7859 5.1870
144 H -4.0070 8.0844 3.4699
145 H -4.0571 3.5546 2.7881
146 H -2.7073 4.2853 2.9459
147 H -4.1995 3.9406 0.1464
148 H -2.6944 3.3817 0.5958
149 H -2.8629 5.1016 0.4031

Output
Orbital gap (spin up / spin down) ... 7.199 / 2.861 eV
E_HOMO (spin up / spin down) ... -0.3505 / -0.3505 Eh
Total charge ... +1
Multiplicity ... 2
Max |F| ... 3.96 eV/Å
<S²> ... 0.75